DFT (ωB97M-V with the def2-TZVPD basis set) results for C26H44BBr2FeN5O2SeSi as an isolated structure.

Summary:
- HOMO level (alpha / beta): -5.86 / -5.26 eV
- Spin multiplicity: 6
- E: -10569.1822 Eh
- Charge: -1
- LUMO (alpha / beta): 2.327 / 0.679 eV
- Kohn-Sham gap (alpha / beta): 8.18 / 5.94 eV

XYZ file:
```
83
Properties=species:S:1:pos:R:3:forces:R:3
Fe -0.146 -2.036 -1.319 1.6 -0.8 -0.3
B -0.137 -4.240 1.210 0.0 0.0 -0.1
N 1.165 -3.376 1.165 -0.1 0.1 0.2
C 2.334 -3.572 1.783 0.0 0.1 0.0
C 3.165 -2.498 1.507 0.0 0.1 0.0
C 2.390 -1.678 0.683 0.0 0.0 0.1
N 1.184 -2.214 0.481 0.1 -0.2 -0.2
N -0.253 -4.943 -0.166 -0.1 -0.1 0.1
C 0.028 -6.207 -0.509 -0.1 0.0 0.0
C -0.140 -6.338 -1.878 0.0 0.0 0.0
C -0.521 -5.060 -2.297 -0.1 -0.1 0.0
N -0.595 -4.229 -1.259 0.3 0.1 0.0
H -0.026 -5.070 2.089 0.0 0.0 -0.1
H -1.074 -3.489 1.340 0.0 -0.1 0.1
H 2.501 -4.455 2.380 -0.1 0.1 0.0
H 4.173 -2.334 1.853 -0.1 0.0 0.0
H 2.631 -0.714 0.265 0.1 -0.1 0.0
H 0.313 -6.931 0.238 0.0 0.1 0.0
H 0.003 -7.220 -2.480 0.0 0.0 0.0
H -0.727 -4.694 -3.290 0.1 0.0 0.0
N 1.441 -0.375 -2.009 -0.2 0.0 0.1
C 2.490 -1.028 -2.792 -0.1 0.0 0.1
C 1.915 -2.257 -3.501 0.0 0.0 0.0
O 2.609 -2.813 -4.347 -0.2 0.0 0.1
O 0.728 -2.578 -3.135 0.0 -0.1 0.0
H 0.818 0.127 -2.633 0.0 0.1 0.0
H 1.800 0.302 -1.350 0.1 0.0 0.0
H 3.284 -1.371 -2.128 0.0 0.0 0.0
H 2.933 -0.382 -3.551 0.1 0.0 0.0
C -3.260 2.208 1.174 0.0 0.1 0.0
C -2.228 3.332 1.352 0.0 0.0 -0.1
C -2.899 4.450 2.168 0.0 0.0 0.0
C -1.915 3.860 -0.062 -0.1 0.0 0.0
Si -0.620 2.721 2.214 0.1 0.0 0.0
Br 0.692 1.860 0.588 0.0 0.0 0.0
C -0.879 1.289 3.455 -0.1 0.0 0.0
C -1.349 0.010 2.734 0.1 0.0 0.0
C 0.434 0.937 4.171 0.0 0.0 0.1
C -1.921 1.677 4.520 0.0 0.0 0.0
C 0.450 4.176 2.904 0.0 0.0 0.0
C -0.140 4.754 4.204 0.0 0.0 0.0
C 0.546 5.303 1.860 0.0 0.0 0.0
C 1.897 3.748 3.204 0.0 0.0 0.0
H -4.114 2.611 0.614 0.0 0.0 0.0
H -3.643 1.837 2.127 0.0 0.0 0.0
H -2.861 1.371 0.602 0.0 0.0 0.0
H -3.849 4.715 1.689 0.0 0.0 0.0
H -2.295 5.356 2.217 0.0 0.0 0.0
H -3.124 4.136 3.192 0.0 0.0 0.0
H -2.810 4.358 -0.459 0.0 -0.1 0.0
H -1.662 3.039 -0.734 0.0 0.0 0.0
H -1.095 4.579 -0.084 -0.1 0.0 0.0
H -0.663 -0.297 1.942 0.0 0.0 0.1
H -2.336 0.107 2.288 0.0 0.0 0.0
H -1.396 -0.805 3.466 0.0 0.0 0.0
H 1.252 0.760 3.467 0.0 0.0 0.0
H 0.286 0.014 4.744 0.0 0.0 0.0
H 0.737 1.714 4.877 0.0 -0.1 0.0
H -2.896 1.904 4.083 0.0 0.0 0.0
H -1.609 2.542 5.112 0.0 0.0 0.0
H -2.059 0.836 5.211 0.0 0.0 0.0
H -1.174 5.082 4.090 0.0 0.0 0.0
H 0.452 5.624 4.515 0.0 0.0 0.0
H -0.103 4.028 5.020 0.0 0.0 0.0
H -0.410 5.798 1.683 0.1 0.0 0.0
H 0.924 4.933 0.904 0.0 0.0 0.1
H 1.249 6.064 2.223 0.0 0.0 0.0
H 1.964 2.972 3.965 0.0 0.1 -0.1
H 2.447 4.623 3.574 0.0 0.0 0.0
H 2.404 3.387 2.308 0.0 0.0 0.0
Br -1.975 -0.689 -0.941 -1.0 0.7 0.0
Se -0.669 -0.148 -4.928 -0.1 -0.1 0.0
C -0.021 -1.478 -6.085 0.0 0.0 0.0
C 1.202 -1.319 -6.743 -0.1 -0.1 0.0
C 1.672 -2.314 -7.586 0.0 0.0 0.0
C 0.935 -3.477 -7.766 0.0 0.0 0.0
C -0.277 -3.647 -7.106 0.0 0.1 0.0
C -0.759 -2.653 -6.272 0.1 0.0 -0.1
H 1.782 -0.422 -6.576 0.0 0.0 0.0
H 2.628 -2.195 -8.079 0.0 0.0 0.0
H 1.312 -4.260 -8.413 0.0 0.0 0.0
H -0.842 -4.562 -7.236 0.0 0.0 0.0
H -1.695 -2.777 -5.742 0.0 0.0 0.0
```
Positions in Å, forces in eV/Å.

---

DFT (ωB97M-V with the def2-TZVPD basis set) results for a single C4H6N4 molecule.

Summary:
- HOMO level: -8.72 eV
- SMILES: CNN=C1N=CC=N1
- Spin multiplicity: 1
- E: -374.8962 Eh
- LUMO: -0.915 eV
- Kohn-Sham gap: 7.80 eV

XYZ file:
```
14
Properties=species:S:1:pos:R:3:forces:R:3
C 0.455 -0.336 2.625 -0.4 1.3 2.9
N 0.817 -0.299 1.223 -0.8 -4.5 1.2
N 0.811 0.787 0.519 -0.6 2.0 -0.3
C 0.220 0.682 -0.644 0.5 0.5 -0.5
N -0.235 -0.533 -0.932 -1.7 -3.6 -4.6
C -0.578 -0.534 -2.237 -2.4 -0.4 2.3
C -0.552 0.919 -2.605 -1.5 -4.6 -4.3
N 0.006 1.573 -1.758 3.1 4.1 5.8
H 1.155 0.114 3.350 -0.3 1.0 -0.8
H -0.553 0.165 2.568 0.8 -0.4 1.3
H 0.386 -1.319 3.249 -0.1 0.8 -2.5
H 0.162 -1.104 0.962 1.6 1.5 -1.5
H -1.218 -1.397 -2.759 2.0 1.9 1.3
H -0.875 1.283 -3.561 -0.1 0.4 -0.3
```
Positions in Å, forces in eV/Å.

---

DFT (ωB97M-V with the def2-TZVPD basis set) results for a 3-piece molecular cluster, C5H8O2 overall.

Summary:
- HOMO level: -9.35 eV
- SMILES: C1=CC1.C=O.C=O
- Spin multiplicity: 1
- E: -345.6317 Eh
- LUMO: 0.680 eV
- Kohn-Sham gap: 10.03 eV

XYZ file:
```
15
Properties=species:S:1:pos:R:3:forces:R:3
C -1.620 -0.510 -0.483 0.1 -0.2 0.1
C -1.364 -1.231 0.558 -0.1 0.0 -0.3
C -1.734 0.192 0.837 -0.1 0.3 0.2
H -1.678 -0.392 -1.554 0.0 0.0 0.2
H -1.046 -2.160 1.004 -0.1 0.1 -0.1
H -0.953 0.895 1.156 -0.1 -0.1 -0.1
H -2.718 0.435 1.247 0.2 -0.1 -0.1
C 0.880 1.781 -0.477 0.0 -0.2 -0.3
O 0.829 1.043 -1.433 0.1 0.4 0.4
H 0.362 2.757 -0.466 0.0 -0.1 -0.1
H 1.450 1.508 0.429 -0.1 0.0 -0.1
C 1.896 -1.080 -0.215 0.0 0.0 0.3
O 1.638 -0.846 0.942 0.2 -0.1 -0.5
H 1.189 -1.598 -0.885 0.0 0.0 0.1
H 2.868 -0.794 -0.661 -0.1 0.0 0.1
```
Positions in Å, forces in eV/Å.

---

DFT (ωB97M-V with the def2-TZVPD basis set) results for C10H20HfN6O2Se as an isolated structure.

Summary:
- HOMO level: -14.72 eV
- Spin multiplicity: 1
- E: -3321.0816 Eh
- Charge: +2
- LUMO: -7.359 eV
- Kohn-Sham gap: 7.37 eV

XYZ file:
```
40
Properties=species:S:1:pos:R:3:forces:R:3
Hf -0.748 -0.451 -0.217 -0.4 0.4 -0.1
N -0.197 1.109 1.394 0.0 0.0 -0.1
C 0.363 0.486 2.639 0.1 -0.1 0.1
C 1.018 -0.862 2.358 -0.1 0.0 0.1
N 0.145 -1.785 1.565 -0.1 0.1 -0.2
C -0.883 -2.526 2.347 0.0 0.0 0.0
C -2.156 -1.718 2.536 0.0 0.0 0.1
N -2.585 -1.118 1.238 0.1 0.0 -0.1
H -0.911 1.788 1.655 0.0 0.0 0.0
H 0.536 1.661 0.939 0.0 0.0 0.0
H 1.107 1.144 3.088 -0.1 0.0 0.0
H -0.455 0.393 3.349 0.0 0.0 0.0
H 1.923 -0.717 1.771 0.0 0.0 0.0
H 1.297 -1.350 3.294 0.0 0.1 0.1
H 0.784 -2.486 1.191 0.0 0.0 0.0
H -1.107 -3.440 1.792 0.0 0.0 0.0
H -0.484 -2.830 3.318 0.0 0.0 0.0
H -2.937 -2.360 2.944 0.0 0.0 0.0
H -2.018 -0.906 3.246 0.0 0.0 0.0
H -3.180 -1.784 0.745 0.0 0.0 0.0
H -3.211 -0.335 1.427 0.0 0.0 -0.1
N -1.717 -1.906 -1.827 0.1 0.1 -0.2
N -1.490 -1.002 -2.906 -0.1 -0.2 -0.2
C -1.753 0.355 -2.721 -0.2 0.2 0.5
O -1.722 1.154 -3.592 -0.1 0.0 -0.1
O -1.951 0.618 -1.385 0.6 -0.2 0.0
H -1.181 -2.751 -2.027 -0.1 0.0 0.0
H -2.708 -2.155 -1.790 0.1 -0.1 0.0
H -1.558 -1.368 -3.849 0.0 0.0 0.0
Se 1.608 -0.464 -1.115 0.3 -0.2 -0.1
C 2.153 1.300 -1.725 -0.2 0.3 -0.1
C 3.217 1.902 -1.070 0.0 -0.2 0.1
C 3.622 3.154 -1.517 0.1 0.0 0.1
N 3.047 3.796 -2.525 0.0 0.1 0.0
C 2.042 3.197 -3.147 -0.1 0.0 -0.1
C 1.552 1.945 -2.793 -0.1 -0.2 0.0
H 3.741 1.418 -0.257 0.0 0.0 0.0
H 4.454 3.657 -1.038 0.0 0.0 0.0
H 1.599 3.734 -3.978 0.0 0.0 0.0
H 0.741 1.505 -3.358 0.0 0.0 0.0
```
Positions in Å, forces in eV/Å.

---

DFT (ωB97M-V with the def2-TZVPD basis set) results for a single C5H10O2 molecule.

Summary:
- HOMO level: -9.80 eV
- SMILES: CO[C@H]1C[C@H]1CO
- Spin multiplicity: 1
- E: -346.9321 Eh
- LUMO: 0.988 eV
- Kohn-Sham gap: 10.79 eV

XYZ file:
```
17
Properties=species:S:1:pos:R:3:forces:R:3
C -0.659 -0.627 2.212 0.0 0.0 0.3
O -0.219 -0.764 0.876 0.1 0.0 -0.1
C -0.759 0.242 0.074 -0.2 0.1 -0.1
C -0.041 1.555 -0.027 0.0 0.2 0.1
C -0.057 0.591 -1.194 -0.1 -0.1 -0.2
C 1.196 -0.136 -1.654 0.1 0.4 -0.1
O 1.069 -1.541 -1.662 -0.1 -0.2 0.2
H -1.758 -0.657 2.268 0.2 0.0 0.0
H -0.317 0.324 2.645 0.0 -0.1 -0.1
H -0.249 -1.460 2.787 0.0 0.1 -0.1
H -1.850 0.243 0.053 0.2 0.0 0.0
H -0.606 2.479 -0.094 0.1 -0.2 0.0
H 0.893 1.625 0.529 -0.1 0.0 -0.1
H -0.737 0.850 -2.002 0.1 0.0 0.1
H 1.375 0.155 -2.692 0.1 0.0 0.1
H 2.075 0.187 -1.076 -0.2 -0.1 0.1
H 0.800 -1.799 -0.768 0.0 0.0 -0.1
```
Positions in Å, forces in eV/Å.

---

DFT (ωB97M-V with the def2-TZVPD basis set) results for a single C5H2O molecule.

Summary:
- HOMO level: -9.68 eV
- SMILES: C#CC=C=C=O
- Spin multiplicity: 1
- E: -266.7982 Eh
- LUMO: -0.942 eV
- Kohn-Sham gap: 8.74 eV

XYZ file:
```
8
Properties=species:S:1:pos:R:3:forces:R:3
C -2.102 -1.348 0.159 0.3 0.3 -0.1
C -1.107 -0.689 -0.016 -0.5 -0.3 0.1
C 0.151 -0.039 0.141 -0.1 -0.1 0.2
C 0.856 0.786 -0.689 0.0 -0.2 0.4
C 1.949 1.051 0.044 1.0 0.3 0.5
O 2.877 1.257 0.699 -0.6 0.1 -0.9
H -2.978 -1.933 0.332 0.1 0.1 -0.2
H 0.554 -0.297 1.125 -0.1 -0.1 0.0
```
Positions in Å, forces in eV/Å.

---

DFT (ωB97M-V with the def2-TZVPD basis set) results for a single C4H7FN2S molecule.

Summary:
- HOMO level: -8.49 eV
- SMILES: FCC1=NNC[C@H]1S
- Spin multiplicity: 1
- E: -764.0457 Eh
- LUMO: 0.626 eV
- Kohn-Sham gap: 9.12 eV

XYZ file:
```
15
Properties=species:S:1:pos:R:3:forces:R:3
F 0.391 2.562 -1.053 0.5 -1.4 -1.3
C 0.270 1.262 -1.779 0.5 2.8 -2.7
C -0.156 0.409 -0.761 -1.1 -6.6 6.7
N -1.203 -0.405 -0.526 -0.2 3.5 -1.5
N -1.329 -0.844 0.748 -2.4 -0.7 0.1
C -0.209 -0.407 1.696 -2.0 0.9 -2.8
C 0.741 -0.018 0.481 -1.9 -2.6 -0.2
S 1.761 -1.550 0.060 -2.7 -0.2 -1.0
H -0.553 1.444 -2.490 0.4 -0.1 0.1
H 1.234 1.039 -2.406 -1.5 0.5 1.7
H -2.412 -1.051 0.950 3.7 0.7 -0.3
H 0.068 -1.283 2.250 0.6 -0.2 0.2
H -0.502 0.436 2.397 0.3 -0.7 -1.0
H 1.353 0.648 0.873 3.4 3.3 1.1
H 0.547 -2.242 -0.441 2.3 1.1 0.9
```
Positions in Å, forces in eV/Å.

---

DFT (ωB97M-V with the def2-TZVPD basis set) results for C38H55AsBrCl2N6O2Y as an isolated structure.

Summary:
- HOMO level: -5.78 eV
- Spin multiplicity: 1
- E: -7728.5850 Eh
- LUMO: 0.254 eV
- Kohn-Sham gap: 6.03 eV

XYZ file:
```
106
Properties=species:S:1:pos:R:3:forces:R:3
Y -0.961 -0.437 0.847 -0.8 1.3 0.1
C 0.193 -3.021 4.723 0.0 0.1 -0.1
C -0.391 -2.423 3.470 0.0 -0.1 0.1
N 0.146 -1.138 3.026 -0.2 -0.6 0.5
C -0.267 -0.081 3.978 0.3 0.2 -0.1
C 0.212 1.281 3.502 -0.1 -0.1 0.2
N -0.428 1.674 2.236 0.2 0.0 0.2
C -1.498 2.666 2.362 -0.1 0.0 0.0
C -2.791 2.022 2.836 0.1 0.0 0.0
N -3.144 0.936 1.922 0.1 0.0 -0.1
C -4.072 1.325 0.844 0.0 0.0 -0.1
C -3.979 0.334 -0.349 0.0 0.0 0.0
N -3.329 -0.830 0.174 0.3 -0.2 -0.2
C -3.605 -2.051 -0.025 -0.2 0.0 0.2
C -4.604 -2.559 -1.024 -0.1 0.1 0.1
C -2.906 -2.962 0.926 0.0 -0.2 0.1
C -3.435 -4.182 1.228 0.0 0.0 -0.2
C -2.925 -4.858 2.387 0.1 0.0 0.1
C -1.962 -4.288 3.135 0.0 -0.1 -0.1
C -1.369 -3.014 2.749 0.1 0.2 0.0
N -1.868 -2.391 1.591 -0.3 -0.5 0.2
H 1.146 -2.553 4.960 -0.1 -0.1 0.0
H 0.391 -4.087 4.606 0.0 0.0 0.0
H -0.461 -2.895 5.593 0.0 0.0 0.0
H 0.115 -0.274 4.974 -0.1 0.0 0.1
H -1.360 -0.129 4.023 0.0 0.0 -0.1
H 1.286 1.209 3.332 0.1 0.0 0.0
H 0.051 2.031 4.284 0.0 0.0 0.0
H 0.269 2.076 1.619 0.0 -0.1 -0.1
H -1.659 3.098 1.371 0.0 0.0 0.0
H -1.216 3.473 3.049 0.0 0.0 0.0
H -3.579 2.779 2.909 0.0 0.0 0.0
H -2.645 1.609 3.835 0.0 0.0 0.0
H -3.561 0.167 2.433 0.1 0.0 0.0
H -3.816 2.331 0.510 0.0 0.0 0.0
H -5.101 1.355 1.218 0.0 0.0 0.0
H -3.341 0.758 -1.129 -0.1 -0.1 0.0
H -4.970 0.149 -0.774 0.0 0.0 0.0
H -4.455 -2.041 -1.973 0.0 0.0 0.0
H -5.623 -2.363 -0.685 0.0 0.0 0.0
H -4.500 -3.627 -1.189 0.0 0.0 0.0
H -4.275 -4.588 0.684 0.0 0.0 0.0
H -3.352 -5.810 2.676 0.0 0.0 0.0
H -1.614 -4.765 4.040 0.0 0.0 0.0
C 3.967 3.848 -4.156 0.0 -0.1 0.0
C 3.463 2.405 -4.304 0.0 0.0 0.0
C 2.869 2.218 -5.709 0.0 0.0 0.1
C 4.657 1.461 -4.159 0.0 0.0 0.0
C 2.388 2.128 -3.256 0.0 0.0 0.0
C 2.531 1.183 -2.254 0.0 0.0 0.0
C 1.497 0.998 -1.358 -0.1 -0.3 0.3
Br 1.776 -0.214 0.120 0.5 0.7 -0.5
C 0.267 1.681 -1.362 0.2 0.0 -0.2
O -0.638 1.415 -0.457 -0.2 0.0 0.1
C 0.145 2.679 -2.371 -0.1 0.1 -0.1
C 1.199 2.860 -3.258 0.0 -0.1 0.0
C -1.050 3.645 -2.422 0.0 0.0 0.0
C -0.806 4.733 -1.364 0.0 -0.1 0.0
C -1.210 4.323 -3.793 0.1 0.0 0.1
C -2.384 2.956 -2.118 0.0 -0.1 0.0
H 4.759 4.051 -4.881 0.0 0.0 0.0
H 4.364 4.010 -3.152 0.0 0.0 0.0
H 3.162 4.566 -4.322 0.0 0.0 0.0
H 3.637 2.380 -6.470 0.0 0.0 0.0
H 2.056 2.921 -5.893 0.0 0.0 0.0
H 2.475 1.207 -5.826 0.0 0.0 0.0
H 5.373 1.652 -4.960 0.0 0.0 0.0
H 4.350 0.415 -4.226 0.0 0.0 0.0
H 5.171 1.611 -3.208 0.0 0.0 0.0
H 3.433 0.597 -2.140 0.0 0.0 0.0
H 1.100 3.631 -4.008 -0.1 0.1 -0.1
H 0.151 5.227 -1.539 0.0 0.0 0.0
H -0.784 4.296 -0.363 0.0 0.0 0.0
H -1.599 5.486 -1.398 0.0 0.0 0.0
H -0.446 5.080 -3.978 0.1 0.0 0.0
H -2.177 4.827 -3.830 0.0 0.0 0.0
H -1.178 3.589 -4.600 0.0 0.0 0.0
H -2.322 2.411 -1.181 0.0 0.1 -0.1
H -2.644 2.254 -2.915 0.0 0.0 0.0
H -3.175 3.706 -2.050 0.0 0.0 -0.1
Cl 3.365 -2.741 1.053 0.3 -0.4 0.0
C 3.720 -2.138 2.653 0.1 0.0 0.1
C 4.995 -2.387 3.092 0.0 0.0 0.0
C 5.392 -1.996 4.363 0.0 0.0 0.0
C 4.462 -1.334 5.130 0.1 0.0 -0.1
C 3.178 -1.060 4.673 0.0 0.0 0.0
Cl 2.290 -0.115 5.870 -0.3 0.0 -0.2
C 2.665 -1.471 3.391 0.1 0.0 0.2
N 1.531 -1.346 2.672 -0.1 0.3 -0.7
H 5.676 -2.911 2.436 0.0 0.0 0.0
H 6.387 -2.201 4.731 0.0 0.0 0.0
H 4.726 -0.991 6.122 0.0 0.0 0.0
C 0.465 -3.756 0.038 -0.1 0.1 0.0
As -0.047 -2.760 -1.526 0.1 -0.7 -0.7
C -1.170 -3.946 -2.562 0.0 0.2 0.1
C 1.467 -2.387 -2.670 -0.1 0.0 0.2
O -0.937 -1.376 -1.272 0.1 0.0 0.6
H 1.310 -4.395 -0.220 0.0 0.0 0.0
H -0.390 -4.362 0.337 0.0 0.0 0.0
H 0.760 -3.100 0.860 0.0 0.0 0.0
H -0.639 -4.846 -2.869 0.1 0.0 0.0
H -1.505 -3.394 -3.439 0.0 0.0 0.0
H -2.030 -4.216 -1.950 0.0 0.0 0.0
H 1.540 -3.156 -3.438 0.0 0.0 0.0
H 2.385 -2.346 -2.088 0.0 0.0 0.0
H 1.279 -1.414 -3.123 0.0 0.0 0.0
```
Positions in Å, forces in eV/Å.